Here is C5H8N2 in the gas phase from OMol25. Energies are from wB97M-V/def2-TZVPD.

Energy above the lowest of the compared OMol25 structures with the same formula, charge and spin, kJ/mol: 275.5
SMILES: C=C=N/C=N/CC
Largest force on an atom, eV/A: 1.4
Kohn-Sham gap, eV: 9.74

Last column: natural (NBO) charge in e.
CARTESIAN COORDINATES (ANGSTROEM)
C -0.0929 -2.3217 -0.2652  -0.61
C -0.0740 -1.0931 -1.1685  -0.24
N -0.0069 0.0849 -0.3425  -0.45
C 1.2911 2.3803 1.5159  -0.67
C 0.1104 2.1227 1.0493  0.56
N -0.9943 1.9604 0.5394  -0.53
C -0.9499 0.9280 -0.4075  0.25
H -0.0890 -3.2453 -0.8517  0.21
H 0.7829 -2.3182 0.3910  0.21
H -0.9862 -2.3165 0.3684  0.21
H -0.9542 -1.0862 -1.8297  0.16
H 0.8174 -1.1162 -1.8038  0.20
H 1.8426 1.6907 2.1444  0.26
H 1.1806 3.4499 1.6986  0.27
H -1.8302 0.8614 -1.0431  0.16

Here is a molecular structure, C5H8N2 from OMol25. Energies are from wB97M-V/def2-TZVPD.

Energy above the lowest of the compared OMol25 structures with the same formula, charge and spin, kJ/mol: 526.5
Largest force on an atom, eV/A: 2.1
Kohn-Sham gap, eV: 8.09

Last column: natural (NBO) charge in e.
CARTESIAN COORDINATES (ANGSTROEM)
C -1.4304 1.1910 0.0066  -0.63
N -0.8181 -1.1976 0.7589  -0.58
C 0.9277 -0.2492 -0.0379  0.06
C -0.6845 -0.0895 -0.1319  0.07
N 2.0668 0.4724 0.3053  -0.81
C 0.4553 -1.6308 0.3539  0.01
C 0.2824 -0.4823 -1.2754  -0.32
H -1.6135 -1.8197 0.6639  0.36
H 2.3244 0.3602 1.2804  0.37
H 2.0366 1.4507 0.0469  0.38
H 0.7958 -2.6256 0.0899  0.22
H 0.5628 0.0365 -2.1817  0.21
H -1.1990 1.8679 -0.8186  0.22
H -1.1967 1.7060 0.9456  0.21
H -2.5098 1.0100 -0.0059  0.22

Here is C5H8N2 in the gas phase from OMol25. Energies are from wB97M-V/def2-TZVPD.

Energy above the lowest of the compared OMol25 structures with the same formula, charge and spin, kJ/mol: 269.3
SMILES: C[C@H]1C[C@@H]1NC#N
Largest force on an atom, eV/A: 5.0
Kohn-Sham gap, eV: 10.25

Last column: natural (NBO) charge in e.
CARTESIAN COORDINATES (ANGSTROEM)
C -3.4404 0.1100 0.0342  0.41
C -0.7538 -1.2226 -0.2194  -0.41
C 0.1651 -0.0198 -0.5138  -0.22
C -1.0557 0.1379 0.3579  -0.08
C 1.4539 0.3895 0.1907  -0.60
N -4.5371 -0.2620 0.0669  -0.38
N -2.2900 0.7477 -0.2215  -0.67
H -1.2836 -1.5292 -1.0738  0.24
H -0.3006 -1.9743 0.5666  0.23
H 0.2333 0.5243 -1.5446  0.22
H -1.0845 0.4565 1.3214  0.21
H 2.2487 0.1918 -0.5295  0.21
H 1.4740 -0.3429 1.1029  0.20
H 1.4762 1.4144 0.4322  0.21
H -2.1664 1.6206 -0.7262  0.42

Here is a molecular structure, C5H8N2 from OMol25. Energies are from wB97M-V/def2-TZVPD.

Energy above the lowest of the compared OMol25 structures with the same formula, charge and spin, kJ/mol: 406.7
Largest force on an atom, eV/A: 0.2
Kohn-Sham gap (alpha / beta), eV: 7.73 / 7.72

Last column: natural (NBO) charge in e.
CARTESIAN COORDINATES (ANGSTROEM)
C 2.3324 -0.7414 -1.0322  -0.86
C -1.1046 0.4098 2.4065  0.30
C -0.4343 -0.3156 1.4225  -0.48
C -1.0193 0.3512 0.3215  0.19
N -1.1791 -0.1173 -0.9470  -0.76
C -1.5828 1.5987 0.8094  -0.05
N -1.3664 1.6899 2.1116  -0.43
H 1.9560 -1.7537 -1.2089  0.20
H 1.9946 -0.0770 -1.8315  0.22
H 3.4247 -0.7681 -1.0186  0.22
H -0.1398 -1.3561 1.4378  0.23
H -2.0484 0.0607 -1.4268  0.40
H -0.7244 -0.9830 -1.1954  0.40
H -2.0726 2.3715 0.2234  0.20
H 1.9638 -0.3695 -0.0723  0.22

Here is C5H8N2 in the gas phase from OMol25. Energies are from wB97M-V/def2-TZVPD.

Energy above the lowest of the compared OMol25 structures with the same formula, charge and spin, kJ/mol: 367.5
Largest force on an atom, eV/A: 0.6
Kohn-Sham gap (alpha / beta), eV: 7.60 / 7.81

Last column: natural (NBO) charge in e.
CARTESIAN COORDINATES (ANGSTROEM)
C -1.3574 -1.0981 0.4407  -0.32
N -0.3397 -0.6282 -0.2619  -0.27
C 0.8756 -1.2409 -0.3660  -0.17
C 1.6888 -0.2429 0.4125  -0.45
C 1.0963 1.0690 -0.0467  -0.27
C -0.1430 0.7998 -0.4546  0.32
N -1.1925 1.5694 -0.9243  -0.82
H -2.2816 -0.5487 0.5206  0.19
H -1.2028 -2.0469 0.9365  0.20
H 1.2741 -0.3805 1.4472  0.19
H 0.8613 -2.2898 -0.0749  0.17
H 2.7730 -0.3307 0.4359  0.22
H 1.5614 2.0427 0.0266  0.22
H -2.0397 1.0672 -1.1425  0.39
H -1.3555 2.4291 -0.4216  0.39

Here is 2 unconnected molecules or ions with the total composition C5H8N2 from OMol25. Energies are from wB97M-V/def2-TZVPD.

Energy above the lowest of the compared OMol25 structures with the same formula, charge and spin, kJ/mol: 316.8
SMILES: [H]/N=C(/N)C=C.C#C
Largest force on an atom, eV/A: 1.3
Kohn-Sham gap, eV: 9.84

Last column: natural (NBO) charge in e.
CARTESIAN COORDINATES (ANGSTROEM)
C -0.8499 -0.6449 0.4266  0.39
N -1.9341 -0.1245 -0.2233  -0.81
C 0.1884 0.3003 0.8887  -0.23
C 0.0910 1.6251 0.9069  -0.38
N -0.8352 -1.9001 0.6448  -0.70
H -2.5390 -0.8173 -0.6386  0.40
H -1.8279 0.7377 -0.7281  0.38
H -0.0450 -2.2155 1.1980  0.34
H 1.0756 -0.1759 1.2824  0.21
H -0.7956 2.1440 0.5822  0.19
H 0.8980 2.2421 1.2614  0.21
C 1.1852 0.0806 -1.5050  -0.22
C 2.0875 -0.6666 -1.2625  -0.23
H 2.8494 -1.3347 -0.9894  0.23
H 0.4517 0.7497 -1.8442  0.23

Here is C5H8N2 in the gas phase from OMol25. Energies are from wB97M-V/def2-TZVPD.

Energy above the lowest of the compared OMol25 structures with the same formula, charge and spin, kJ/mol: 326.5
SMILES: C[C@H]1CN1CC#N
Largest force on an atom, eV/A: 2.5
Kohn-Sham gap, eV: 9.59

Last column: natural (NBO) charge in e.
CARTESIAN COORDINATES (ANGSTROEM)
C 2.0188 0.0829 0.6221  -0.61
C 0.6154 -0.3562 0.2844  -0.08
C -0.5078 -0.1812 1.2321  -0.25
N -0.3585 0.7136 0.0930  -0.41
C -1.3860 0.5988 -0.9098  -0.26
C -0.9010 0.0245 -2.2278  0.19
N -1.4093 -0.9915 -2.4769  -0.24
H 1.9898 0.9576 1.2790  0.22
H 2.5727 0.3537 -0.2825  0.22
H 2.5655 -0.7175 1.1331  0.21
H 0.5420 -1.2207 -0.3804  0.20
H -1.3131 -0.9186 1.1903  0.19
H -0.3609 0.2851 2.2016  0.20
H -2.1482 -0.1582 -0.6655  0.19
H -1.9195 1.5276 -1.0928  0.23

Here is C5H8N2 in the gas phase from OMol25. Energies are from wB97M-V/def2-TZVPD.

Energy above the lowest of the compared OMol25 structures with the same formula, charge and spin, kJ/mol: 219.4
SMILES: C[C@H]1[C@@H](C#N)N1C
Largest force on an atom, eV/A: 1.1
Kohn-Sham gap, eV: 10.11

Last column: natural (NBO) charge in e.
CARTESIAN COORDINATES (ANGSTROEM)
C -2.0012 0.1079 0.0752  -0.62
C -0.7286 -0.4413 -0.5273  0.01
C 0.4312 0.4652 -0.8810  -0.19
C 0.5551 1.8652 -0.5138  0.27
N 0.7885 2.9003 -0.0521  -0.33
N 0.4344 -0.3444 0.2795  -0.41
C 1.5962 -0.9633 0.8484  -0.40
H -1.7497 0.9188 0.7651  0.23
H -2.6753 0.4938 -0.6965  0.22
H -2.5297 -0.6702 0.6354  0.22
H -0.8655 -1.2602 -1.2451  0.19
H 1.0013 0.1717 -1.7704  0.21
H 2.3107 -1.3342 0.1041  0.18
H 1.3511 -1.7492 1.5630  0.21
H 2.0815 -0.1599 1.4157  0.21

Here is C5H8N2 in the gas phase from OMol25. Energies are from wB97M-V/def2-TZVPD.

Energy above the lowest of the compared OMol25 structures with the same formula, charge and spin, kJ/mol: 48.1
SMILES: Cc1ccn(C)n1
Largest force on an atom, eV/A: 0.3
Kohn-Sham gap, eV: 9.98

Last column: natural (NBO) charge in e.
CARTESIAN COORDINATES (ANGSTROEM)
C -2.1553 0.8145 0.9782  -0.40
N -0.9830 0.1947 0.3992  -0.17
C -0.6990 -1.1259 0.4416  -0.04
C 0.5265 -1.2886 -0.1524  -0.36
C 0.9221 0.0155 -0.5208  0.14
C 2.2517 0.3543 -1.1333  -0.64
N -0.0032 0.9118 -0.1823  -0.28
H -2.7048 0.0413 1.5194  0.21
H -2.8193 1.2407 0.2228  0.21
H -1.8659 1.5978 1.6801  0.21
H -1.3758 -1.8279 0.9064  0.21
H 1.0769 -2.2040 -0.3033  0.23
H 2.4728 -0.3177 -1.9717  0.22
H 3.0468 0.2095 -0.3908  0.22
H 2.3096 1.3840 -1.4932  0.23

Here is a gas-phase ion, C5H8N2 (charge +2) from OMol25. Energies are from wB97M-V/def2-TZVPD.

Energy above the lowest of the compared OMol25 structures with the same formula, charge and spin, kJ/mol: 15.7
2S+1: 3
Total charge: +2
Largest force on an atom, eV/A: 8.7
Kohn-Sham gap (alpha / beta), eV: 7.93 / 9.58

Last column: natural (NBO) charge in e.
CARTESIAN COORDINATES (ANGSTROEM)
C -0.9874 -1.2748 0.1453  -0.06
C -1.8632 -0.1904 0.2148  0.23
C -0.2072 1.4185 -0.1109  0.26
C 2.1726 0.4841 0.2248  0.15
C 0.3759 -1.1994 -0.1569  -0.33
N -1.4355 1.0604 -0.0253  -0.53
N 0.9439 0.1891 0.0222  -0.29
H -1.2565 -2.3766 0.2025  0.31
H -2.9199 -0.2916 0.1289  0.28
H 0.2261 2.4729 -0.2843  0.30
H 2.9909 -0.2591 0.2726  0.27
H 2.4767 1.5285 0.3554  0.26
H 1.2079 -1.9058 0.3929  0.32
H 0.4919 -1.3762 -1.2206  0.32
H -2.2165 1.7204 -0.1614  0.50

Here is C5H8N2O in the gas phase from OMol25. Energies are from wB97M-V/def2-TZVPD.

Energy above the lowest of the compared OMol25 structures with the same formula, charge and spin, kJ/mol: 503.6
SMILES: C/C(C#N)=C/N(C)O
Largest force on an atom, eV/A: 4.9
Kohn-Sham gap, eV: 8.19

Last column: natural (NBO) charge in e.
CARTESIAN COORDINATES (ANGSTROEM)
C -0.5667 0.8573 -1.9503  -0.42
C 0.5422 -1.9399 1.5252  -0.65
N -0.5866 1.0533 -0.4984  -0.23
C 0.2523 -0.6065 0.9255  -0.07
C -0.9028 -0.1394 0.4936  0.00
O -0.2427 2.3796 -0.2062  -0.55
C 1.3694 0.1678 0.2544  0.26
N 2.4803 0.5308 0.2102  -0.33
H -0.6109 2.5482 0.6785  0.47
H -1.9307 -0.4627 0.5061  0.22
H -0.9288 -0.1397 -2.2105  0.20
H 0.4496 0.9799 -2.3361  0.20
H -1.1962 1.6099 -2.4316  0.20
H 0.0039 -2.0537 2.4701  0.23
H 0.2538 -2.7472 0.8448  0.24
H 1.6140 -2.0376 1.7248  0.25

Here is C5H8N2O in the gas phase from OMol25. Energies are from wB97M-V/def2-TZVPD.

Energy above the lowest of the compared OMol25 structures with the same formula, charge and spin, kJ/mol: 432.1
SMILES: C[C@]12N=CN[C@H]1[C@@H]2O
Largest force on an atom, eV/A: 7.1
Kohn-Sham gap, eV: 8.92

Last column: natural (NBO) charge in e.
CARTESIAN COORDINATES (ANGSTROEM)
C 0.9042 1.5640 0.3330  -0.62
C 0.0553 0.5008 -0.3949  0.05
C -2.1052 -0.1261 -0.5169  0.24
C -0.0989 -0.6216 0.4959  -0.14
C 0.8328 -0.7199 -0.7413  0.04
H 1.7717 1.0656 0.7996  0.24
H 0.3443 1.8694 1.3503  0.21
H 1.2112 2.4592 -0.4148  0.23
H -3.1478 -0.0526 -0.7073  0.21
H -1.9600 -1.7251 1.0611  0.39
H 0.3147 -0.3969 1.4701  0.21
H 0.2519 -1.1792 -1.5235  0.20
H 2.1938 -1.8071 -0.3039  0.48
N -1.3261 0.7021 -1.0274  -0.43
N -1.4757 -0.7931 0.5776  -0.63
O 2.2337 -0.7394 -0.4574  -0.67